Record 1
ORCA calculation (the ωB97M-V functional and the def2-TZVPD basis) on a cluster of 2 separate species, C2H2NO3 in total in a non-equilibrium geometry.

Structure (ORCA input):
```
! RIJCOSX wB97M-V def2-TZVPD def2/J DEFGRID3
* xyz -1 1
C 3.4885 0.0149 -0.1487
C 1.9411 -0.0045 -0.0998
N 4.5782 -0.1434 0.1855
O 1.3481 1.0717 -0.3233
O 1.5560 -1.0874 0.4051
O -1.1137 -0.2004 -0.3914
H -0.6423 -1.0567 -0.0406
H -0.6009 0.5207 -0.5707
*
```

The relative energy (zero: lowest compared OMol25 entry of this formula, charge and spin) is 1.150 eV. The molar mass is 88.04 g mol⁻¹. As for the frontier orbital gap: 10.06 eV. The calculation puts the electronic energy at -357.95686 Ha. For the LUMO energy, the calculation gives 0.1603 hartree. The HOMO energy is -5.70 eV.

---

Record 2
ORCA calculation (the ωB97M-V functional and the def2-TZVPD basis) on the ion C2H2NO3 with charge -1.

Structure (ORCA input):
```
! RIJCOSX wB97M-V def2-TZVPD def2/J DEFGRID3
* xyz -1 1
O 1.1175 -0.9465 -1.5979
C 0.7907 0.2022 -1.3676
N 0.1286 0.6892 -0.3231
C -0.5369 0.0375 0.9197
O -1.1697 -0.9808 0.6882
O -0.4082 0.7703 1.8948
H 1.0827 1.0360 -2.0634
H -0.1740 1.6417 -0.4244
*
```

The relative energy (zero: lowest compared OMol25 entry of this formula, charge and spin) is 0.569 eV. The molar mass is 88.04 g mol⁻¹. As for the frontier orbital gap: 8.74 eV. The calculation puts the electronic energy at -357.97824 Ha. For the LUMO energy, the calculation gives 0.1516 hartree. As for the SMILES: O=CNC(=O)[O-]. The HOMO energy is -4.61 eV.

---

Record 3
ORCA calculation (the ωB97M-V functional and the def2-TZVPD basis) on a cluster of 2 separate species, C2H2NO3S in total in a non-equilibrium geometry.

Structure (ORCA input):
```
! RIJCOSX wB97M-V def2-TZVPD def2/J DEFGRID3
* xyz -1 1
C -0.6834 1.0694 -0.6893
C -3.2566 1.3908 0.4993
N 0.1273 0.1162 -0.1924
O -2.9943 0.4682 1.1269
O -3.5890 2.3899 0.0382
O 1.4403 2.0522 0.5087
S 0.1462 2.5414 -0.2351
H 0.3899 -0.6764 -0.7338
H 0.9803 0.4368 0.2790
*
```

The relative energy (zero: lowest compared OMol25 entry of this formula, charge and spin) is 1.573 eV. The molar mass is 120.11 g mol⁻¹. As for the frontier orbital gap: 6.38 eV. The calculation puts the electronic energy at -756.08211 Ha. For the LUMO energy, the calculation gives 0.1331 hartree. The HOMO energy is -2.76 eV.

---

Record 4
ORCA calculation (the ωB97M-V functional and the def2-TZVPD basis) on an isolated molecule of C2H2O2 in a non-equilibrium geometry.

Structure (ORCA input):
```
! RIJCOSX wB97M-V def2-TZVPD def2/J DEFGRID3
* xyz 0 1
O 2.0313 -0.6263 0.0364
C 0.8020 0.0061 0.0185
C -0.6311 -0.1329 -0.0072
O 0.2093 1.1468 -0.0453
H -1.1924 -0.2406 -0.9888
H -1.2192 -0.1531 0.9864
*
```

The relative energy (zero: lowest compared OMol25 entry of this formula, charge and spin) is 1.687 eV. The molar mass is 58.04 g mol⁻¹. As for the frontier orbital gap: 11.22 eV. The calculation puts the electronic energy at -227.78579 Ha. For the LUMO energy, the calculation gives 0.0241 hartree. As for the SMILES: O=C1CO1. The HOMO energy is -10.56 eV.

---

Record 5
ORCA calculation (the ωB97M-V functional and the def2-TZVPD basis) on a structure of composition C2H2O2.

Structure (ORCA input):
```
! RIJCOSX wB97M-V def2-TZVPD def2/J DEFGRID3
* xyz 0 1
O 1.5227 -0.7530 -0.6287
C 0.8705 -0.1342 0.1412
C -0.9718 0.4346 -0.2826
O -0.5103 -0.5334 0.4472
H 1.1372 0.7175 0.7686
H -2.0483 0.2685 -0.4457
*
```

The relative energy (zero: lowest compared OMol25 entry of this formula, charge and spin) is 2.538 eV. The molar mass is 58.04 g mol⁻¹. As for the frontier orbital gap: 9.58 eV. The calculation puts the electronic energy at -227.75452 Ha. For the LUMO energy, the calculation gives 0.0012 hartree. The HOMO energy is -9.55 eV.

---

Record 6
ORCA calculation (the ωB97M-V functional and the def2-TZVPD basis) on the ion C2H2O2P with charge -1 in a non-equilibrium geometry.

Structure (ORCA input):
```
! RIJCOSX wB97M-V def2-TZVPD def2/J DEFGRID3
* xyz -1 1
C 0.8971 -0.4155 -1.2337
P 0.6446 -0.3642 0.3444
C -1.4049 0.0446 0.3450
O -1.9157 -0.6268 -0.5116
O -1.5597 0.8807 1.1482
H 1.8832 0.0050 -1.4414
H 1.4554 0.4763 1.3492
*
```

The relative energy (zero: lowest compared OMol25 entry of this formula, charge and spin) is 2.720 eV. The molar mass is 89.01 g mol⁻¹. As for the frontier orbital gap: 8.11 eV. The calculation puts the electronic energy at -569.17840 Ha. For the LUMO energy, the calculation gives 0.1632 hartree. As for the SMILES: C#[PH]C(=O)[O-]. The HOMO energy is -3.67 eV.

---

Record 7
ORCA calculation (the ωB97M-V functional and the def2-TZVPD basis) on the ion C2H2O2P with charge -1 in a non-equilibrium geometry.

Structure (ORCA input):
```
! RIJCOSX wB97M-V def2-TZVPD def2/J DEFGRID3
* xyz -1 1
C 0.8111 -1.4108 -0.2347
P -0.3829 -0.3133 -0.7788
C -1.8394 -0.2245 -2.3824
O -1.8007 -1.2516 -2.9858
O -2.3176 0.8609 -2.4149
H 1.2186 -0.8373 0.6250
H -0.1647 0.9340 -0.2676
*
```

The relative energy (zero: lowest compared OMol25 entry of this formula, charge and spin) is 2.326 eV. The molar mass is 89.01 g mol⁻¹. As for the frontier orbital gap: 8.34 eV. The calculation puts the electronic energy at -569.19288 Ha. For the LUMO energy, the calculation gives 0.1586 hartree. As for the SMILES: C#[PH]C(=O)[O-]. The HOMO energy is -4.02 eV.

---

Record 8
ORCA calculation (the ωB97M-V functional and the def2-TZVPD basis) on an isolated molecule of C2H2O2S in a non-equilibrium geometry.

Structure (ORCA input):
```
! RIJCOSX wB97M-V def2-TZVPD def2/J DEFGRID3
* xyz 0 1
C -1.1034 -0.5117 0.0034
C 0.3751 -0.2654 0.6744
O -1.6345 -1.5936 -0.1586
O -1.5265 0.7081 -0.1961
S 1.6194 -0.6269 -0.3156
H -2.4604 0.6760 -0.3543
H 2.4918 0.0514 0.5119
*
```

The relative energy (zero: lowest compared OMol25 entry of this formula, charge and spin) is 2.398 eV. The molar mass is 90.10 g mol⁻¹. As for the frontier orbital gap: 8.55 eV. The calculation puts the electronic energy at -625.97422 Ha. For the LUMO energy, the calculation gives -0.0148 hartree. The HOMO energy is -8.95 eV.

---

Record 9
ORCA calculation (the ωB97M-V functional and the def2-TZVPD basis) on a cluster of 2 separate species, C2H2O2S in total in a non-equilibrium geometry.

Structure (ORCA input):
```
! RIJCOSX wB97M-V def2-TZVPD def2/J DEFGRID3
* xyz 0 1
O 3.8641 -1.2660 -0.3034
C 3.7321 -0.3127 0.3137
S 3.2535 1.0100 0.9986
C 0.1741 -0.2681 -0.3466
O 0.3244 -1.3167 0.2291
H -0.5277 0.6183 0.0356
H 0.6279 0.0166 -1.3242
*
```

The relative energy (zero: lowest compared OMol25 entry of this formula, charge and spin) is 0.201 eV. The molar mass is 90.10 g mol⁻¹. As for the frontier orbital gap: 10.71 eV. The calculation puts the electronic energy at -626.05498 Ha. For the LUMO energy, the calculation gives 0.0155 hartree. As for the SMILES: O=C=S.C=O. The HOMO energy is -10.28 eV.

---

Record 10
ORCA calculation (the ωB97M-V functional and the def2-TZVPD basis) on an isolated molecule of C2H2O2S in a non-equilibrium geometry.

Structure (ORCA input):
```
! RIJCOSX wB97M-V def2-TZVPD def2/J DEFGRID3
* xyz 0 1
O 1.0887 1.3495 -0.0176
C 0.9367 0.1640 -0.0483
O 1.8917 -0.8234 -0.0050
C -0.3803 -0.6006 -0.0162
S -1.8519 0.0283 0.0216
H 2.6448 -0.4034 0.4041
H -0.1954 -1.6383 -0.1827
*
```

The relative energy (zero: lowest compared OMol25 entry of this formula, charge and spin) is 0.327 eV. The molar mass is 90.10 g mol⁻¹. As for the frontier orbital gap: 8.01 eV. The calculation puts the electronic energy at -626.05034 Ha. For the LUMO energy, the calculation gives -0.0508 hartree. As for the SMILES: O=C(O)C=S. The HOMO energy is -9.39 eV.

---

Record 11
ORCA calculation (the ωB97M-V functional and the def2-TZVPD basis) on a cluster of 2 separate species, C2H2O2S in total in a non-equilibrium geometry.

Structure (ORCA input):
```
! RIJCOSX wB97M-V def2-TZVPD def2/J DEFGRID3
* xyz 0 1
O 1.1088 0.8412 -1.7860
C 0.6397 1.3873 -0.8937
S -0.0463 2.0831 0.2888
C -0.3768 -1.0869 0.6444
O 0.7573 -1.1688 0.2529
H -1.3368 -1.5101 0.0323
H -0.7460 -0.5458 1.4612
*
```

The relative energy (zero: lowest compared OMol25 entry of this formula, charge and spin) is 0.327 eV. The molar mass is 90.10 g mol⁻¹. As for the frontier orbital gap: 10.93 eV. The calculation puts the electronic energy at -626.05035 Ha. For the LUMO energy, the calculation gives 0.0220 hartree. As for the SMILES: O=C=S.C=O. The HOMO energy is -10.33 eV.

---

Record 12
ORCA calculation (the ωB97M-V functional and the def2-TZVPD basis) on an isolated molecule of C2H2O2S in a non-equilibrium geometry.

Structure (ORCA input):
```
! RIJCOSX wB97M-V def2-TZVPD def2/J DEFGRID3
* xyz 0 1
O -1.6268 -0.0723 -0.7416
C -0.9379 0.0164 0.1110
O -1.3292 0.5268 1.3031
C 0.6162 -0.0677 0.4780
S 1.7021 -0.2174 -0.7057
H -2.2479 0.3311 1.5804
H 0.5921 -0.1809 1.6845
*
```

The relative energy (zero: lowest compared OMol25 entry of this formula, charge and spin) is 1.583 eV. The molar mass is 90.10 g mol⁻¹. As for the frontier orbital gap: 8.08 eV. The calculation puts the electronic energy at -626.00420 Ha. For the LUMO energy, the calculation gives -0.0413 hartree. As for the SMILES: O=C(O)C=S. The HOMO energy is -9.21 eV.

---

Record 13
ORCA calculation (the ωB97M-V functional and the def2-TZVPD basis) on an isolated molecule of C2H2O2S in a non-equilibrium geometry.

Structure (ORCA input):
```
! RIJCOSX wB97M-V def2-TZVPD def2/J DEFGRID3
* xyz 0 1
O -1.9047 -0.4401 -0.2250
C -0.7281 -0.8268 0.0987
C 0.4837 0.1324 -0.1035
O -0.1725 1.2857 0.0513
S 2.0048 -0.3511 -0.1036
H -0.2032 -1.8728 0.4418
H 0.5200 2.0728 -0.1597
*
```

The relative energy (zero: lowest compared OMol25 entry of this formula, charge and spin) is 1.636 eV. The molar mass is 90.10 g mol⁻¹. As for the frontier orbital gap: 8.62 eV. The calculation puts the electronic energy at -626.00226 Ha. For the LUMO energy, the calculation gives -0.0400 hartree. As for the SMILES: O=CC(O)=S. The HOMO energy is -9.71 eV.

---

Record 14
ORCA calculation (the ωB97M-V functional and the def2-TZVPD basis) on an isolated molecule of C2H2O2S in a non-equilibrium geometry.

Structure (ORCA input):
```
! RIJCOSX wB97M-V def2-TZVPD def2/J DEFGRID3
* xyz 0 1
C 0.4461 -0.0605 -0.6949
C 0.4058 -0.0730 0.7115
O -2.2744 -0.1356 -0.0362
O 0.5690 -1.3609 -0.0100
S -1.2209 0.8803 -0.0042
H 1.0549 0.3990 -1.4508
H 1.0194 0.3509 1.4846
*
```

The relative energy (zero: lowest compared OMol25 entry of this formula, charge and spin) is 4.733 eV. The molar mass is 90.10 g mol⁻¹. As for the frontier orbital gap: 9.34 eV. The calculation puts the electronic energy at -625.88842 Ha. For the LUMO energy, the calculation gives -0.0010 hartree. The HOMO energy is -9.37 eV.

---

Record 15
ORCA calculation (the ωB97M-V functional and the def2-TZVPD basis) on a structure of composition C2H2O2S in a non-equilibrium geometry.

Structure (ORCA input):
```
! RIJCOSX wB97M-V def2-TZVPD def2/J DEFGRID3
* xyz 0 3
C 0.4755 2.2008 0.0229
C -0.3278 1.2912 -0.7722
O 0.7371 2.9604 0.9096
O 1.0591 1.2170 -0.6919
S -1.4604 -0.3401 0.4096
H -0.8835 1.1015 -1.7092
H -1.2317 0.2727 1.5680
*
```

The relative energy (zero: lowest compared OMol25 entry of this formula, charge and spin) is 2.973 eV. The molar mass is 90.10 g mol⁻¹. As for the frontier orbital gap (spin up / spin down): 7.43 / 6.78 eV. The calculation puts the electronic energy at -625.86049 Ha. For the LUMO energy (spin up / spin down), the calculation gives 0.0209 / -0.1226 hartree. The HOMO energy (spin up / spin down) is -6.86 / -10.12 eV.

---

Record 16
ORCA calculation (the ωB97M-V functional and the def2-TZVPD basis) on an isolated molecule of C2H2O2S2 in a non-equilibrium geometry.

Structure (ORCA input):
```
! RIJCOSX wB97M-V def2-TZVPD def2/J DEFGRID3
* xyz 0 1
O 0.0030 -1.8319 -0.2717
C 0.1535 -0.7284 0.2018
S 1.1209 -0.4406 1.6903
C -0.4584 0.5455 -0.3615
O -0.8154 1.4822 0.5335
S -0.6391 0.7273 -1.9713
H 1.2924 -1.7770 1.9519
H -0.6711 1.0848 1.4076
*
```

The relative energy (zero: lowest compared OMol25 entry of this formula, charge and spin) is 0.620 eV. The molar mass is 122.17 g mol⁻¹. As for the frontier orbital gap: 8.31 eV. The calculation puts the electronic energy at -1024.23984 Ha. For the LUMO energy, the calculation gives -0.0402 hartree. As for the SMILES: O=C(S)C(O)=S. The HOMO energy is -9.40 eV.

---

Record 17
ORCA calculation (the ωB97M-V functional and the def2-TZVPD basis) on a cluster of 2 separate species, C2H2O2S2 in total in a non-equilibrium geometry.

Structure (ORCA input):
```
! RIJCOSX wB97M-V def2-TZVPD def2/J DEFGRID3
* xyz 0 1
C 1.4123 0.2826 0.7187
C -1.3645 2.3116 1.2586
O -0.7702 -0.8378 -0.5874
O -0.4431 2.9594 1.0604
S -2.6231 1.4188 1.4689
S 0.3747 -0.8314 0.7626
H 1.8282 0.9609 0.0925
H -1.6567 -1.0324 -0.2070
*
```

The relative energy (zero: lowest compared OMol25 entry of this formula, charge and spin) is 2.365 eV. The molar mass is 122.17 g mol⁻¹. As for the frontier orbital gap: 9.33 eV. The calculation puts the electronic energy at -1024.17573 Ha. For the LUMO energy, the calculation gives -0.0021 hartree. The HOMO energy is -9.39 eV.

---

Record 18
ORCA calculation (the ωB97M-V functional and the def2-TZVPD basis) on a cluster of 2 separate species, C2H2O2S2 in total in a non-equilibrium geometry.

Structure (ORCA input):
```
! RIJCOSX wB97M-V def2-TZVPD def2/J DEFGRID3
* xyz 0 1
C 0.3494 0.5591 -1.1467
C 1.3602 0.7003 -0.4329
O -1.9668 0.2403 1.2595
O -0.5553 0.4065 -1.8766
S -1.3446 -0.9079 0.6648
S -1.5202 -2.5273 1.7628
H 1.3752 0.2405 0.5294
H 2.3021 1.2886 -0.7603
*
```

The relative energy (zero: lowest compared OMol25 entry of this formula, charge and spin) is 2.212 eV. The molar mass is 122.17 g mol⁻¹. As for the frontier orbital gap: 7.77 eV. The calculation puts the electronic energy at -1024.18135 Ha. For the LUMO energy, the calculation gives -0.0786 hartree. The HOMO energy is -9.91 eV.

---

Record 19
ORCA calculation (the ωB97M-V functional and the def2-TZVPD basis) on an isolated molecule of C2H2O3 in a non-equilibrium geometry.

Structure (ORCA input):
```
! RIJCOSX wB97M-V def2-TZVPD def2/J DEFGRID3
* xyz 0 1
O 0.3537 -0.2443 -1.5658
C -0.1865 0.4591 -0.7430
C -0.2294 0.0508 0.6587
O -1.0519 0.4959 1.4367
O 0.5072 -1.0184 0.9894
H -0.5942 1.4526 -1.0265
H 1.2011 -1.1959 0.2505
*
```

The relative energy (zero: lowest compared OMol25 entry of this formula, charge and spin) is 0.420 eV. The molar mass is 74.03 g mol⁻¹. As for the frontier orbital gap: 9.98 eV. The calculation puts the electronic energy at -303.11492 Ha. For the LUMO energy, the calculation gives -0.0335 hartree. As for the SMILES: O=CC(=O)O. The HOMO energy is -10.89 eV.

---

Record 20
ORCA calculation (the ωB97M-V functional and the def2-TZVPD basis) on an isolated molecule of C2H2O3S in a non-equilibrium geometry.

Structure (ORCA input):
```
! RIJCOSX wB97M-V def2-TZVPD def2/J DEFGRID3
* xyz 0 1
O -1.9248 0.4742 -0.0029
C -0.9663 -0.2626 -0.0028
O -1.0379 -1.5726 0.0005
C 0.4666 0.3148 -0.0092
O 0.4379 1.6291 0.0003
S 1.8177 -0.6010 -0.0021
H -0.1494 -1.9427 0.0040
H 1.3562 1.9607 0.0121
*
```

The relative energy (zero: lowest compared OMol25 entry of this formula, charge and spin) is 0.483 eV. The molar mass is 106.10 g mol⁻¹. As for the frontier orbital gap: 8.95 eV. The calculation puts the electronic energy at -701.32268 Ha. For the LUMO energy, the calculation gives -0.0387 hartree. As for the SMILES: O=C(O)C(O)=S. The HOMO energy is -10.01 eV.